No. 1
Formula: C2H5FN2O4S
Source: OMol25
Level of theory: ωB97M-V/def2-TZVPD

Atoms and positions in Å:
C 0.180 0.265 0.420
C -0.273 -0.758 -0.612
N -1.699 -0.987 -0.281
N -2.473 -0.162 -0.665
O -2.425 0.779 -1.422
O -3.755 -0.499 -0.241
O -5.000 0.033 1.854
O -2.836 0.962 1.617
F -3.191 -1.407 1.969
S -3.752 -0.025 1.282
H 0.091 1.387 0.150
H -0.450 0.091 1.332
H 1.170 0.103 0.637
H -0.268 -0.405 -1.629
H 0.233 -1.586 -0.447

Output
HOMO level (eV): -11.198
Energy relative to the best compared isomer or geometry (same formula, charge and spin) (kcal/mol): 0.1
Total charge: 0
LUMO level (eV): 0.1
HOMO-LUMO gap (eV): 11.3

No. 2
Formula: C2H5FO
Source: OMol25
Level of theory: ωB97M-V/def2-TZVPD

Atoms and positions in Å:
O -1.098 0.369 0.911
C -0.643 -0.729 0.155
C 0.762 -0.412 -0.375
F 0.915 0.852 -0.776
H -0.691 0.369 1.794
H -0.536 -1.764 0.631
H -1.425 -0.799 -0.649
H 0.958 -1.160 -1.113
H 1.529 -0.423 0.351

Output
SMILES string: OCCF
HOMO level (eV): -10.513
Energy relative to the best compared isomer or geometry (same formula, charge and spin) (kcal/mol): 12.7
Total charge: 0
LUMO level (eV): 0.9
HOMO-LUMO gap (eV): 11.4

No. 3
Formula: C2H5FS
Source: OMol25
Level of theory: ωB97M-V/def2-TZVPD

Atoms and positions in Å:
C -1.650 -0.414 0.344
C 2.087 -0.328 -0.789
F 1.719 -0.341 0.470
S 2.112 1.228 -1.410
H -2.295 -1.292 0.436
H -0.549 -0.821 0.163
H -2.143 0.219 -0.338
H -1.511 0.005 1.340
H 2.230 1.745 -0.216

Output
HOMO level (eV): -9.419
Energy relative to the best compared isomer or geometry (same formula, charge and spin) (kcal/mol): 67.2
Total charge: 0
LUMO level (eV): 0.0
HOMO-LUMO gap (eV): 9.4

No. 4
Formula: C2H5FS2
Source: OMol25
Level of theory: ωB97M-V/def2-TZVPD

Atoms and positions in Å:
C 0.539 -0.938 -0.430
C 1.027 0.444 -0.083
F 1.239 0.705 1.225
S -2.433 0.391 0.366
S -1.322 1.665 -0.588
H -0.521 -0.822 -0.797
H 1.166 -1.310 -1.213
H 0.577 -1.579 0.451
H 1.772 0.755 -0.733
H -2.042 0.688 1.802

Output
HOMO level (spin up / spin down) (eV): -8.291 / -8.369
Energy relative to the best compared isomer or geometry (same formula, charge and spin) (kcal/mol): 55.3
Total charge: 0
LUMO level (spin up / spin down) (eV): -1.0 / -0.1
HOMO-LUMO gap (spin up / spin down) (eV): 7.3 / 8.3

No. 5
Formula: C2H5IN
Source: OMol25
Level of theory: ωB97M-V/def2-TZVPD

Atoms and positions in Å:
I 2.787 -0.027 0.055
C 0.524 0.180 -0.520
C -0.553 0.693 0.322
N -0.390 -0.751 0.128
H 0.491 0.256 -1.597
H -0.366 1.076 1.316
H -1.401 1.150 -0.179
H -0.034 -1.299 0.915
H -1.058 -1.279 -0.439

Output
SMILES string: I[C@@H]1C[NH2+]1
HOMO level (eV): -14.267
Energy relative to the best compared isomer or geometry (same formula, charge and spin) (kcal/mol): 14.8
Total charge: +1
LUMO level (eV): -5.1
HOMO-LUMO gap (eV): 9.1

No. 6
Formula: C2H5IN
Source: OMol25
Level of theory: ωB97M-V/def2-TZVPD

Atoms and positions in Å:
I -1.394 1.993 1.017
C -0.543 0.008 0.491
C 0.877 -0.165 0.260
N -0.080 -0.245 -0.888
H -1.209 -0.645 0.961
H 1.535 0.674 0.400
H 1.232 -1.197 0.515
H -0.099 0.686 -1.443
H -0.318 -1.109 -1.314

Output
SMILES string: I[C@@H]1C[NH2+]1
HOMO level (eV): -14.330
Energy relative to the best compared isomer or geometry (same formula, charge and spin) (kcal/mol): 15.9
Total charge: +1
LUMO level (eV): -4.6
HOMO-LUMO gap (eV): 9.7